Entry 1:
Below is a 9-piece molecular cluster, C54H135N9 overall, with properties calculated with wB97M-V/def2-TZVPD.

Structure (XYZ):
```
198
Properties=species:S:1:pos:R:3:forces:R:3
C 13.1727 15.0702 -0.9307 -0.438 -0.563 -1.250
C 13.6963 15.1947 0.4759 0.905 0.842 -0.221
N 12.7707 15.8018 1.4146 -0.585 -0.312 0.508
C 13.1549 15.6003 2.8021 0.415 -0.242 0.437
C 14.5385 16.1184 3.2318 0.551 0.220 0.675
C 12.2948 17.1278 1.0636 -0.907 0.312 -0.367
C 13.0593 18.3620 1.5168 0.564 0.304 -0.678
H 12.2881 14.4304 -1.0082 -0.168 0.229 0.327
H 13.8641 14.5870 -1.6297 0.416 -0.034 0.467
H 12.9541 16.0049 -1.4522 -0.107 0.140 0.390
H 14.0466 14.2187 0.8162 -0.433 -0.074 0.309
H 14.6241 15.7906 0.4378 0.103 0.013 -0.152
H 12.4043 15.9706 3.5061 -0.141 0.538 -0.382
H 13.1236 14.5345 3.0530 0.156 -0.167 -0.497
H 14.6344 17.1987 3.3213 -0.348 0.122 -0.188
H 14.7936 15.7595 4.2356 -0.248 -0.182 -0.044
H 15.3891 15.8151 2.6189 -0.292 -0.255 -0.301
H 11.2752 17.3376 1.4178 -0.047 -0.713 0.369
H 12.1094 17.1435 -0.0118 0.483 0.020 -0.010
H 12.8024 18.6053 2.5464 0.375 0.047 0.082
H 12.7913 19.2166 0.8879 -0.363 -0.029 0.125
H 14.1346 18.2840 1.3490 0.086 -0.162 0.402
C 6.5184 18.8302 7.4760 -0.350 0.344 -0.682
C 7.4948 18.8711 6.2855 -0.092 0.543 0.985
N 6.8612 18.5813 5.0207 -0.331 -0.476 -0.216
C 6.4934 17.1877 4.8701 1.152 -1.562 -0.953
C 7.7009 16.1992 4.9841 -0.469 -0.040 1.255
C 7.6052 19.1180 3.8849 -0.348 0.284 0.008
C 6.7750 19.1740 2.6145 -0.289 0.270 -0.116
H 5.9744 17.8919 7.5846 0.232 -0.140 0.008
H 5.7663 19.5947 7.2648 -0.094 -0.051 0.179
H 6.9936 19.0865 8.4215 0.171 -0.109 -0.040
H 7.8316 19.9071 6.2206 0.125 0.049 0.003
H 8.3961 18.2932 6.5340 0.001 -0.271 -0.327
H 5.7229 16.8263 5.5506 0.038 0.500 0.361
H 6.0795 16.9403 3.8899 -0.191 0.827 -0.100
H 8.6400 16.4968 4.5221 -0.193 0.224 -0.320
H 7.9148 16.0877 6.0521 0.221 -0.126 -0.054
H 7.4281 15.2012 4.6382 -0.028 0.080 -0.172
H 8.5670 18.6276 3.6761 0.048 -0.154 0.208
H 7.8161 20.1508 4.1741 0.261 0.003 -0.159
H 6.4492 18.2109 2.2212 0.136 -0.090 0.146
H 7.3301 19.6711 1.8183 0.052 0.009 0.032
H 5.8814 19.7690 2.8142 -0.047 -0.058 -0.069
C 10.1698 22.1071 7.5403 -0.762 -0.045 -0.262
C 9.8083 22.3191 6.0660 0.416 -0.084 0.414
N 10.6597 23.2988 5.4090 0.710 -0.123 0.358
C 10.1228 23.7348 4.1280 -1.389 -0.785 -0.051
C 8.9468 24.7118 4.2848 -0.190 -0.440 0.137
C 12.0297 22.8222 5.2678 0.970 0.162 -1.094
C 12.2800 21.7995 4.1312 0.041 0.204 -0.406
H 9.3268 21.5782 7.9943 0.093 -0.014 0.143
H 10.2819 23.0599 8.0552 0.224 -0.042 0.036
H 11.0370 21.4602 7.6535 0.176 0.229 0.100
H 9.8990 21.3204 5.6104 -0.314 0.050 -0.399
H 8.7768 22.6602 5.9878 -0.032 -0.076 -0.033
H 10.8783 24.0618 3.4163 0.248 0.357 0.518
H 9.6837 22.8493 3.6357 0.167 0.103 -0.272
H 9.0347 25.3659 5.1531 0.406 0.300 -0.260
H 8.7511 25.2507 3.3594 0.185 0.218 0.063
H 8.0253 24.1558 4.4821 0.028 -0.107 -0.078
H 12.4721 22.3845 6.1607 -0.592 0.116 0.406
H 12.6486 23.7022 5.0677 0.032 0.024 -0.035
H 13.3003 21.4079 4.1248 -0.098 -0.260 0.630
H 12.2448 22.2119 3.1167 -0.532 0.307 0.175
H 11.5438 20.9957 4.1824 0.231 -0.216 -0.055
C 9.6149 16.5295 -2.7534 -0.258 -0.179 -0.852
C 9.4829 17.6936 -1.7633 1.342 -0.029 -0.528
N 9.2112 18.9933 -2.3297 -1.021 1.205 0.964
C 7.8361 19.1485 -2.7862 0.683 -0.681 -0.966
C 7.4334 20.5693 -3.1786 0.214 -0.644 -0.347
C 10.2344 19.7503 -3.0311 0.750 -1.245 0.764
C 11.5914 19.6488 -2.2955 -0.051 0.669 -0.505
H 8.7168 15.9446 -2.9626 -0.100 0.145 0.135
H 10.4040 15.8292 -2.4739 -0.119 -0.015 0.277
H 9.9425 16.9444 -3.7135 -0.051 -0.036 -0.019
H 8.7835 17.5056 -0.9490 0.013 -0.095 0.019
H 10.5050 17.7251 -1.3833 -0.304 0.329 0.712
H 7.1685 18.7093 -2.0408 0.048 0.278 0.228
H 7.7222 18.4943 -3.6705 -0.393 0.105 -0.131
H 7.7731 20.8150 -4.1877 0.251 -0.023 0.081
H 7.8841 21.2841 -2.4912 -0.538 0.192 0.149
H 6.3468 20.5853 -3.2604 -0.036 0.420 0.453
H 10.3909 19.3400 -4.0383 0.043 0.248 -0.312
H 9.9814 20.8040 -3.1188 -0.362 -0.048 0.023
H 11.5611 19.8712 -1.2276 -0.453 -0.311 0.080
H 12.0441 18.6757 -2.4756 0.201 0.035 0.151
H 12.2504 20.4331 -2.6789 0.107 -0.250 -0.304
C 6.4575 27.0824 3.0980 0.314 0.675 0.414
C 6.1198 27.4915 1.6698 1.270 0.583 0.855
N 4.7254 27.4282 1.2917 1.143 -0.776 -0.629
C 4.6171 27.5718 -0.1588 -1.236 -0.563 0.275
C 4.8454 28.9679 -0.7331 0.202 -0.497 -0.906
C 3.9015 28.3197 2.0768 -0.785 -0.022 -0.237
C 2.4154 28.2495 1.7454 -0.507 -0.693 0.106
H 7.5327 27.2001 3.2637 0.075 -0.275 -0.328
H 6.1848 26.0704 3.3921 -0.249 0.037 -0.088
H 6.0790 27.8317 3.7985 -0.474 -0.358 0.125
H 6.5616 28.5046 1.5882 -0.641 0.187 0.084
H 6.8145 26.9603 1.0142 -0.712 -0.532 -0.369
H 5.2270 26.8357 -0.6853 0.751 0.221 0.546
H 3.6508 27.1090 -0.3957 -0.340 0.854 -0.250
H 3.9846 29.6345 -0.7257 -0.034 -0.017 0.301
H 5.7235 29.4617 -0.3166 -0.337 -0.100 0.376
H 5.1176 28.8155 -1.7833 -0.163 0.186 -0.060
H 4.2136 29.3690 1.9591 0.247 0.022 0.351
H 3.9599 27.9711 3.1065 0.387 0.457 0.147
H 2.0193 27.2480 1.9467 0.265 -0.127 -0.261
H 2.1604 28.4960 0.7145 0.087 0.159 0.043
H 1.8172 28.8605 2.4238 0.278 0.411 -0.124
C 4.5263 23.3514 -5.3952 -0.196 -0.177 -1.306
C 5.0714 24.7764 -5.5650 -0.383 0.053 0.310
N 5.6753 25.3235 -4.3640 1.205 0.040 -0.204
C 7.0431 24.8333 -4.1132 -0.578 0.672 -0.176
C 7.9006 25.9396 -3.5170 1.027 -0.026 0.676
C 4.8630 25.3501 -3.1547 -0.467 0.471 -0.905
C 3.6785 26.3087 -3.4294 0.171 0.058 -0.177
H 3.5877 23.3172 -4.8446 0.137 0.001 0.277
H 5.2410 22.6221 -5.0111 0.117 0.325 0.452
H 4.2988 22.9396 -6.3867 -0.173 0.167 0.006
H 5.7652 24.8553 -6.4047 0.430 -0.331 0.308
H 4.3055 25.4805 -5.9084 -0.420 -0.325 0.278
H 7.0198 23.9462 -3.4667 0.207 -0.063 0.101
H 7.4680 24.5349 -5.0712 0.024 -0.090 -0.010
H 8.0147 26.8389 -4.1227 -0.522 -0.107 -0.260
H 7.5900 26.2535 -2.5167 -0.286 0.027 -0.092
H 8.9387 25.6199 -3.3544 -0.115 -0.333 -0.078
H 5.5215 25.7122 -2.3688 -0.185 0.169 0.117
H 4.5468 24.3406 -2.8600 -0.221 -0.013 0.090
H 2.9209 25.8679 -4.0803 -0.002 -0.281 0.179
H 4.0648 27.1465 -4.0142 0.151 0.061 0.145
H 3.1629 26.7411 -2.5734 0.135 -0.332 0.246
C 7.1795 24.1052 0.4923 -0.438 -0.361 -0.442
C 8.5420 24.0724 -0.1532 0.924 -0.066 -0.112
N 9.4945 23.1595 0.4864 -0.308 0.344 0.430
C 9.2197 21.7540 0.2380 0.708 0.441 1.344
C 9.8762 20.8765 1.3178 -0.482 -1.393 -0.179
C 10.8753 23.5213 0.1945 -0.558 0.737 -0.640
C 11.2562 24.9183 0.6867 0.583 -0.329 0.173
H 6.6039 23.2324 0.1686 0.049 -0.162 0.412
H 6.5784 24.9326 0.1112 0.180 0.229 0.155
H 7.2507 24.1445 1.5783 -0.097 0.029 -0.003
H 8.4346 23.8271 -1.2233 0.027 0.061 -0.126
H 9.0352 25.0432 -0.1041 -0.416 0.186 -0.065
H 8.1389 21.6228 0.2917 0.020 -0.146 -0.174
H 9.5999 21.4205 -0.7380 -0.208 -0.029 -0.147
H 9.4263 19.8859 1.1705 0.429 -0.197 -0.127
H 10.9572 20.7502 1.2519 0.007 0.147 -0.353
H 9.6860 21.0444 2.3807 -0.361 0.835 -0.241
H 10.9674 23.6023 -0.9038 0.484 -0.642 -0.089
H 11.5461 22.7763 0.6121 -0.003 -0.137 -0.130
H 12.3430 25.0099 0.7679 0.032 -0.207 0.039
H 10.8546 25.0863 1.6877 -0.209 0.387 -0.259
H 10.9917 25.6695 -0.0561 -0.362 0.209 0.383
C 8.2270 31.8023 -1.9922 -0.260 -0.097 -0.917
C 7.9514 30.2984 -1.8510 -1.333 0.308 1.408
N 8.9511 29.4646 -1.1666 -0.011 0.247 -0.397
C 8.8196 29.5935 0.2910 0.528 -0.413 -0.259
C 9.7753 28.6668 1.0433 0.779 -0.018 -0.691
C 10.2754 29.8258 -1.6314 1.232 -0.388 -0.469
C 10.5155 29.5037 -3.1106 -0.654 -0.541 0.179
H 7.3090 32.3052 -2.3110 -0.103 -0.212 -0.035
H 8.9367 31.9986 -2.7979 0.313 0.226 0.351
H 8.4818 32.2970 -1.0565 0.426 -0.179 -0.012
H 7.0630 30.2913 -1.2056 0.288 -0.249 -0.103
H 7.5569 29.8305 -2.7528 0.583 0.094 -0.395
H 7.8367 29.2296 0.5901 -0.085 0.556 -0.356
H 8.9517 30.6538 0.5322 -0.068 0.021 0.615
H 9.7422 27.6804 0.5697 -0.442 -0.113 0.283
H 9.5636 28.6059 2.1079 -0.170 -0.043 0.009
H 10.8358 28.9137 0.9286 -0.125 0.426 0.193
H 10.5708 30.8627 -1.4213 -0.364 0.160 0.075
H 11.0550 29.2380 -1.1351 -0.367 -0.085 0.325
H 11.5788 29.5224 -3.3459 0.002 0.291 -0.027
H 10.1765 28.4720 -3.2554 0.053 -0.009 -0.096
H 9.9348 30.1053 -3.8113 0.151 0.205 0.046
C 13.3385 27.3374 -1.5678 0.609 -0.057 -0.983
C 14.1312 28.6069 -1.2313 -0.753 -0.639 0.676
N 14.2287 29.5439 -2.3339 -0.069 -0.593 0.093
C 14.5628 30.8841 -1.8872 -0.509 0.416 0.355
C 13.3254 31.5919 -1.3142 0.414 -0.698 0.056
C 15.0985 29.0560 -3.3831 0.527 0.943 -1.347
C 14.7179 29.6764 -4.7361 -0.937 0.076 -0.046
H 13.2732 26.6547 -0.7241 -0.219 0.187 0.164
H 13.8382 26.7700 -2.3594 0.109 -0.038 0.091
H 12.3669 27.5714 -2.0057 -0.160 0.078 0.424
H 13.5855 29.0535 -0.3958 0.095 0.352 -0.140
H 15.0989 28.3156 -0.7947 0.248 0.099 -0.233
H 15.3417 30.8565 -1.1110 0.188 0.026 -0.098
H 14.9304 31.4737 -2.7238 0.169 -0.108 -0.083
H 12.9574 30.9902 -0.4809 -0.139 0.248 0.088
H 13.5745 32.5847 -0.9441 -0.094 0.076 -0.081
H 12.5361 31.6118 -2.0627 0.038 0.263 -0.054
H 15.0374 27.9791 -3.5148 -0.019 -0.051 0.376
H 16.1573 29.3303 -3.2362 0.001 -0.256 0.490
H 15.4271 29.4931 -5.5431 0.101 -0.177 0.154
H 14.5527 30.7541 -4.6863 0.325 0.069 0.198
H 13.7334 29.3007 -5.0332 0.134 -0.194 -0.117
```
Positions in Å, forces in eV/Å.

Properties
**Molecular weight**: 910.737 g/mol
**Energy relative to the best compared isomer or geometry (same formula, charge and spin)**: 2.266 eV
**Kohn-Sham gap**: 8.51 eV

Entry 2:
Below is a 4-piece molecular cluster, C26H26BClF2N5O5P overall, with properties calculated with wB97M-V/def2-TZVPD.

Structure (XYZ):
```
67
Properties=species:S:1:pos:R:3:forces:R:3
C 2.6614 1.9414 -2.8833 -1.053 -0.622 0.089
B 2.6659 0.4422 -2.2443 0.504 0.742 -0.568
O 3.7277 -0.4241 -2.6087 -0.893 0.876 0.997
C 1.4321 0.0636 -1.2890 -1.790 -0.874 0.981
C 0.0796 0.4198 -1.7649 0.283 -0.633 1.925
C -1.1500 0.1445 -0.9977 1.462 -1.257 1.076
P -2.7931 0.6211 -1.7612 -0.096 0.220 -0.573
C -2.9885 -0.5895 -3.2222 0.591 -0.587 0.510
C -4.1520 0.0936 -0.5548 0.809 -0.341 0.140
C -1.0375 -0.4977 0.3266 2.733 0.489 -1.512
C 0.3145 -0.8229 0.8086 0.391 0.620 -0.616
C 1.5588 -0.5829 0.0360 -2.224 0.558 -0.685
C 2.9168 -1.0041 0.6415 -0.228 0.043 1.144
O 3.8787 -1.4198 0.0332 -0.809 0.454 0.072
C 3.0275 -0.9206 2.2124 -0.992 -0.031 2.116
C 1.7786 -1.1541 2.9907 0.586 0.134 0.898
C 1.7594 -1.1211 4.4612 2.527 0.337 -0.748
Cl 0.2844 -1.3631 5.4522 1.271 0.252 -1.200
C 3.0290 -0.8693 5.2079 -0.745 -0.421 -2.255
C 2.9931 -0.8763 6.7740 0.276 -0.124 -0.660
C 4.2665 -0.6297 4.4193 -1.934 -0.332 -0.209
N 5.4979 -0.3499 5.1760 -1.389 -0.637 -0.281
C 4.2720 -0.6668 2.9357 -2.665 -0.088 1.054
N 5.4909 -0.4730 2.1421 1.259 -1.715 3.426
C 6.3424 -1.6482 2.1950 1.015 -0.384 -1.196
O 7.1859 -1.7972 1.3779 -0.245 -0.050 0.686
F 6.1710 -2.6254 3.1632 -0.632 1.780 -0.909
C 6.1999 0.7371 2.4958 -0.254 1.730 -0.502
O 5.7147 1.7796 2.1981 0.286 -0.484 0.473
F 7.4272 0.7415 3.1170 -1.561 -1.276 -1.047
C 0.4456 -1.4613 2.2199 0.442 0.393 -1.047
O -0.4419 -2.1652 2.6471 0.779 0.573 0.114
H 2.3348 1.7940 -3.9629 0.663 0.284 0.974
H 3.6614 2.4425 -2.8297 -0.943 -0.362 -0.210
H 1.8327 2.5475 -2.4117 1.162 -0.323 -0.447
H 4.4911 -0.2025 -2.0427 -0.165 -0.413 -0.478
H -0.0055 0.9307 -2.7617 0.001 -0.569 1.143
H -3.8781 -1.2443 -3.0248 0.662 0.695 -0.423
H -3.0681 -0.0083 -4.1750 -0.161 -0.566 0.902
H -2.0889 -1.2711 -3.2693 -1.028 0.827 0.000
H -5.1056 -0.0751 -1.1353 1.081 0.191 0.669
H -4.2619 0.9291 0.1877 -0.066 -0.849 -0.669
H -3.8180 -0.8442 -0.0274 -0.752 0.789 -0.443
H -1.9013 -0.7547 0.9826 0.853 0.322 -0.749
H 3.9968 -1.1561 7.2036 -0.998 0.574 -0.454
H 2.2657 -1.6357 7.1835 0.681 0.957 -0.699
H 2.6705 0.1548 7.0911 0.409 -1.056 0.025
H 5.7274 -1.2486 5.6310 0.289 0.543 -0.370
H 5.2013 0.2484 5.9598 0.403 -0.155 -0.500
C -6.6578 3.1399 -1.4004 -0.333 -0.119 -0.113
C -5.3792 3.6928 -0.9609 -0.055 -0.018 -0.011
N -4.3735 4.1265 -0.6152 -0.162 -0.048 -0.009
H -7.4935 3.5798 -0.8531 0.190 0.079 0.090
H -6.8305 3.3244 -2.4616 0.214 0.010 0.051
H -6.7016 2.0604 -1.2480 0.172 0.073 0.007
C 1.8396 -3.6410 -3.7193 0.375 -0.146 -0.154
C 0.6629 -2.9506 -3.1995 0.089 -0.066 -0.003
N -0.2601 -2.4064 -2.7852 0.253 -0.350 -0.133
H 2.0589 -4.5429 -3.1457 -0.172 0.106 0.084
H 1.6997 -3.9410 -4.7591 -0.184 0.094 0.077
H 2.7258 -3.0042 -3.6784 -0.172 0.133 0.125
C -9.9848 3.0797 -4.2842 -0.266 0.265 -0.044
C -8.9647 2.0400 -4.1680 -0.067 0.033 -0.030
N -8.1630 1.2224 -4.0776 -0.102 0.153 0.040
H -9.8954 3.8183 -3.4859 0.135 -0.140 0.013
H -9.9048 3.6131 -5.2326 0.145 -0.147 0.021
H -10.9905 2.6602 -4.2295 0.147 -0.145 0.020
```
Positions in Å, forces in eV/Å.

Properties
**Molecular weight**: 603.759 g/mol
**Kohn-Sham gap**: 6.83 eV

- molecular weight of number 2 (C26H26BClF2N5O5P)?
  603.759 g/mol